1.
{
  "formula": "C34H44BN7PSi2V",
  "method": "ωB97M-V/def2-TZVPD",
  "lumo_ev": -7.152,
  "total_charge": 2,
  "orbital_gap_ev": 7.4,
  "homo_ev": -14.5,
  "multiplicity": 1,
  "e_above_lowest_kcal_mol": 0.0,
  "species": ["V", "C", "C", "N", "N", "C", "B", "N", "C", "C", "C", "N", "N", "C", "C", "C", "N", "H", "H", "H", "H", "H", "H", "H", "H", "H", "H", "N", "P", "C", "C", "C", "C", "C", "C", "C", "C", "C", "C", "C", "C", "C", "C", "C", "C", "C", "C", "H", "H", "H", "H", "H", "H", "H", "H", "H", "H", "H", "H", "H", "H", "H", "C", "Si", "C", "C", "C", "Si", "C", "C", "C", "H", "H", "H", "H", "H", "H", "H", "H", "H", "H", "H", "H", "H", "H", "H", "H", "H", "H", "H"],
  "positions_angstrom": [[-0.364309, 0.201195, -0.733044], [1.577988, -3.552073, -1.557443], [0.543654, -2.658671, -1.800654], [0.755766, -1.514060, -1.145721], [1.923101, -1.655188, -0.466500], [2.427283, -2.871225, -0.703526], [2.561633, -0.461595, 0.285472], [2.693847, 0.658420, -0.736683], [3.765079, 1.308951, -1.201496], [3.356594, 2.142172, -2.228929], [1.983819, 1.935537, -2.318487], [1.578985, 1.037000, -1.413769], [1.560255, -0.003771, 1.398314], [1.735240, 0.024884, 2.715722], [0.523358, 0.310515, 3.340427], [-0.380726, 0.430444, 2.306714], [0.248915, 0.248759, 1.129656], [1.697112, -4.545801, -1.950259], [-0.334813, -2.789874, -2.410671], [3.361554, -3.166396, -0.255085], [3.598271, -0.766252, 0.785357], [4.740544, 1.134086, -0.778791], [3.964962, 2.799505, -2.823601], [1.287286, 2.392739, -3.001329], [2.710235, -0.167643, 3.133305], [0.338465, 0.418630, 4.394233], [-1.436536, 0.646537, 2.327686], [-1.806435, -0.609620, -0.591409], [-2.881006, -1.871224, -0.348821], [-1.910192, -3.261770, 0.215950], [-0.907997, -3.085821, 1.173593], [-0.173759, -4.174265, 1.606559], [-0.431655, -5.438966, 1.087657], [-1.423514, -5.616160, 0.135913], [-2.165409, -4.529126, -0.305432], [-4.062507, -1.367811, 0.886344], [-5.169854, -0.601917, 0.509745], [-6.068599, -0.173516, 1.469491], [-5.864155, -0.498466, 2.805770], [-4.767298, -1.260718, 3.183866], [-3.866497, -1.701625, 2.226984], [-3.743683, -2.312420, -1.843734], [-5.011001, -2.893622, -1.759595], [-5.635852, -3.341606, -2.912621], [-5.003854, -3.218471, -4.142477], [-3.738301, -2.650796, -4.226912], [-3.108796, -2.202785, -3.078717], [-0.694693, -2.103663, 1.576027], [0.599548, -4.040938, 2.351562], [0.143500, -6.289434, 1.429009], [-1.624275, -6.599994, -0.265601], [-2.933545, -4.675592, -1.053968], [-5.336078, -0.345826, -0.529479], [-6.930109, 0.411739, 1.178365], [-6.570851, -0.165435, 3.554129], [-4.623421, -1.528826, 4.221605], [-3.032537, -2.323716, 2.524786], [-5.508076, -3.003396, -0.804350], [-6.618016, -3.789382, -2.847828], [-5.497503, -3.568579, -5.039078], [-3.245538, -2.560007, -5.185749], [-2.130613, -1.750367, -3.146894], [-0.587254, 3.545152, 1.208444], [-1.901932, 3.010822, -0.023889], [-2.530173, 4.502277, -0.952947], [-3.355724, 2.181313, 0.800850], [-1.037075, 1.935841, -1.368588], [-1.872001, 1.663189, -3.050461], [-1.683864, 3.183321, -4.110523], [-0.821360, 0.305957, -3.855527], [-3.665497, 1.193666, -2.839870], [-0.851321, 3.301640, 2.238679], [-0.472645, 4.630193, 1.159413], [0.392139, 3.109218, 1.000362], [-2.931265, 5.218851, -0.231049], [-3.334401, 4.253070, -1.646736], [-1.736339, 5.005254, -1.507381], [-3.706823, 2.825969, 1.611344], [-3.167910, 1.193890, 1.221199], [-4.178833, 2.077230, 0.091101], [-0.148184, 2.535785, -1.574857], [-0.655028, 3.550909, -4.120501], [-2.324462, 3.997959, -3.774528], [-1.954847, 2.960612, -5.145578], [0.056892, 0.745054, -4.332527], [-1.387666, -0.204711, -4.638159], [-0.428226, -0.483341, -3.199876], [-4.288127, 2.085478, -2.745275], [-3.818658, 0.584817, -1.947053], [-4.029797, 0.624115, -3.697197]],
  "forces_ev_per_angstrom": [[-0.344, 0.240, -0.236], [-0.013, 0.042, 0.009], [0.011, -0.036, 0.009], [0.005, -0.020, -0.090], [-0.025, 0.005, -0.008], [0.003, -0.018, 0.001], [-0.007, -0.042, 0.020], [-0.183, 0.014, -0.067], [-0.017, 0.063, -0.162], [-0.041, -0.093, 0.094], [0.136, 0.010, -0.003], [0.152, 0.033, 0.262], [-0.122, -0.082, 0.015], [0.046, 0.005, 0.022], [0.010, 0.007, -0.036], [-0.020, 0.021, 0.008], [0.009, 0.036, 0.079], [-0.001, -0.003, 0.000], [0.002, -0.011, -0.005], [0.002, -0.008, -0.004], [-0.001, 0.010, -0.016], [0.003, 0.003, 0.001], [-0.002, 0.004, -0.004], [-0.001, 0.008, -0.005], [-0.006, 0.003, 0.012], [0.003, -0.006, 0.004], [0.003, -0.004, 0.018], [0.303, -0.074, -0.064], [0.054, 0.032, 0.147], [-0.024, -0.049, -0.027], [0.013, -0.006, 0.020], [-0.001, -0.009, -0.007], [-0.003, -0.011, -0.002], [-0.004, 0.019, -0.005], [0.005, -0.019, 0.013], [-0.045, 0.024, 0.015], [-0.001, -0.007, -0.031], [0.012, -0.013, 0.044], [0.002, 0.005, -0.018], [-0.017, 0.006, -0.007], [0.038, -0.023, 0.019], [-0.017, -0.030, -0.035], [0.015, 0.004, 0.042], [-0.013, -0.013, -0.010], [0.011, 0.003, -0.005], [-0.022, -0.007, 0.026], [0.044, 0.023, -0.007], [-0.017, 0.006, -0.008], [-0.001, 0.001, 0.003], [0.003, 0.004, 0.005], [0.003, -0.001, -0.001], [0.000, 0.012, 0.004], [0.006, -0.008, -0.001], [-0.003, 0.001, -0.005], [-0.002, 0.000, -0.001], [0.003, 0.002, 0.001], [0.008, 0.002, -0.004], [0.001, 0.012, 0.004], [-0.001, 0.001, -0.007], [-0.005, -0.001, 0.002], [0.000, 0.003, -0.001], [-0.001, 0.008, 0.003], [-0.015, 0.031, -0.026], [0.008, -0.001, 0.037], [0.001, 0.012, 0.014], [-0.018, 0.016, -0.030], [0.052, -0.164, 0.008], [0.033, 0.041, -0.051], [-0.004, 0.030, 0.005], [0.027, -0.072, 0.033], [0.002, -0.071, 0.032], [-0.010, -0.012, -0.003], [0.006, -0.005, 0.004], [0.003, -0.002, 0.003], [0.008, -0.004, 0.007], [-0.001, -0.004, 0.000], [0.001, 0.006, -0.001], [-0.008, 0.008, -0.009], [0.044, 0.005, 0.012], [-0.004, 0.003, -0.002], [-0.013, 0.002, 0.004], [-0.002, -0.008, 0.006], [0.002, 0.011, -0.003], [-0.011, -0.048, 0.010], [-0.015, 0.058, 0.010], [-0.018, 0.014, -0.006], [-0.024, 0.020, -0.016], [0.023, 0.027, -0.011], [0.005, 0.012, -0.036], [-0.020, 0.020, -0.010]],
  "lowdin_charge": [0.8694, -0.0096, -0.1122, -0.0441, 0.0013, -0.0267, -0.4713, -0.0178, -0.0219, -0.0053, -0.1105, -0.0246, 0.0192, -0.0083, 0.0065, -0.1126, -0.0647, 0.1166, 0.1076, 0.1409, 0.1334, 0.1399, 0.1139, 0.1035, 0.1454, 0.1201, 0.1112, -0.1854, 0.9902, -0.3037, -0.0983, -0.0506, -0.0396, -0.0411, -0.0502, -0.3121, -0.1038, -0.0447, -0.0327, -0.0443, -0.0607, -0.3217, -0.0677, -0.0366, -0.0317, -0.0420, -0.0906, 0.0868, 0.1184, 0.1209, 0.1204, 0.1110, 0.1074, 0.1227, 0.1217, 0.1189, 0.1035, 0.1188, 0.1220, 0.1222, 0.1198, 0.0599, -0.1594, 0.4667, -0.1620, -0.1634, -0.4061, 0.4522, -0.1526, -0.1582, -0.1511, 0.0347, 0.0455, 0.0262, 0.0531, 0.0305, 0.0489, 0.0579, -0.0046, 0.0344, 0.0103, 0.0403, 0.0303, 0.0523, 0.0470, 0.0479, -0.0105, 0.0463, -0.0083, 0.0451]
}

***

2.
{
  "formula": "C3H53O24",
  "method": "ωB97M-V/def2-TZVPD",
  "lumo_ev": 2.048,
  "total_charge": -1,
  "orbital_gap_ev": 8.1,
  "homo_ev": -6.0,
  "multiplicity": 1,
  "e_above_lowest_kcal_mol": 41.1,
  "species": ["C", "C", "C", "O", "H", "H", "H", "H", "H", "H", "H", "O", "H", "H", "O", "H", "H", "O", "H", "H", "O", "H", "H", "O", "H", "H", "O", "H", "H", "O", "H", "H", "O", "H", "H", "O", "H", "H", "O", "H", "H", "O", "H", "H", "O", "H", "H", "O", "H", "H", "O", "H", "H", "O", "H", "H", "O", "H", "H", "O", "H", "H", "O", "H", "H", "O", "H", "H", "O", "H", "H", "O", "H", "H", "O", "H", "H", "O", "H", "H"],
  "positions_angstrom": [[0.777211, -0.719474, 0.107742], [-0.114743, 0.413995, 0.529232], [-0.866876, 1.115540, -0.606765], [-1.219818, -0.153328, 1.267191], [0.162322, -1.495460, -0.319519], [1.282555, -1.288825, 0.874871], [1.454058, -0.341594, -0.645165], [0.514322, 1.103903, 1.143596], [-0.159461, 1.211381, -1.421438], [-1.450837, 1.990105, -0.282093], [-1.594499, 0.416614, -0.983442], [-2.473597, -2.162498, -0.021343], [-2.084690, -1.362591, 0.296661], [-3.050648, -2.428579, 0.700200], [-4.054418, 0.495808, 1.370751], [-4.246326, 1.352622, 1.092221], [-3.103661, 0.318332, 1.420374], [-2.327144, 1.612151, -3.138152], [-3.314284, 1.669026, -3.273125], [-2.090420, 0.998993, -2.498106], [1.893901, -3.808773, 0.962898], [1.826961, -4.398286, 0.220491], [1.863689, -4.350735, 1.807332], [2.041071, 2.794043, -0.316507], [1.150019, 2.996681, -0.438430], [2.214663, 3.332062, 0.489136], [0.755866, 1.692396, -3.572269], [0.489593, 1.604744, -4.518318], [0.574089, 0.841661, -3.203057], [-3.124441, 3.721629, -1.697009], [-3.359633, 3.300334, -0.832865], [-2.781438, 2.880346, -1.983766], [-3.781269, -0.744303, -1.705196], [-3.360369, -1.376880, -1.144120], [-3.602256, -1.037040, -2.603400], [-2.534706, -1.368209, 3.780816], [-2.944248, -0.767862, 4.444890], [-1.675910, -1.048096, 3.556356], [-0.768096, -3.324933, 1.920776], [-1.252012, -2.659650, 1.407869], [0.026946, -3.516160, 1.470691], [3.896649, -1.844257, -0.395157], [3.871526, -2.248338, 0.484757], [4.594313, -2.363287, -0.787595], [-1.276810, 2.316008, 2.575390], [-0.302204, 2.430062, 2.591754], [-1.311812, 1.495501, 2.057142], [-0.406232, -1.077571, -3.480541], [-1.108887, -0.839851, -4.039950], [-0.931501, -1.521504, -2.812975], [3.490759, 0.942637, -1.403165], [3.243346, 0.261377, -0.769615], [2.848517, 1.647557, -1.134652], [2.176917, -2.988168, -2.171864], [2.411086, -2.436235, -1.388285], [1.282029, -2.753960, -2.419702], [-0.006382, 3.896065, -1.787257], [0.054880, 3.216177, -2.433369], [-0.484168, 4.451533, -2.390348], [1.477557, 2.408576, 3.319723], [2.049404, 1.777572, 2.913518], [1.849501, 3.199233, 2.993015], [3.069744, 0.500464, 2.462594], [2.750909, -0.363376, 2.535932], [3.663738, 0.658967, 3.215892], [-1.007387, 4.396500, 0.750336], [-0.973990, 3.562647, 1.179903], [-0.717122, 4.222312, -0.111614], [1.680036, -2.643601, 3.581996], [1.098626, -1.986793, 3.214317], [1.794761, -2.367440, 4.534784], [0.072881, -0.447727, 3.518458], [0.037763, 0.391634, 3.946997], [-0.214411, -0.160953, 2.612732], [2.979801, -0.730760, -3.619123], [3.276851, -0.263070, -2.826933], [2.711451, -1.578506, -3.322783], [-1.112225, -3.370739, -1.942368], [-1.457110, -3.049515, -1.090382], [-0.764268, -4.248263, -1.821574]],
  "forces_ev_per_angstrom": [[-0.180, 0.059, -0.900], [-2.353, -0.751, 0.863], [1.400, -0.440, -0.053], [1.045, 0.555, 0.705], [-0.361, -0.215, -0.671], [0.361, 0.467, 0.615], [0.478, -0.278, -0.264], [-0.495, -0.047, -0.386], [-0.081, 1.135, -0.307], [0.750, -0.077, -0.251], [-0.348, -0.640, 0.242], [-0.963, -1.958, -0.412], [1.357, 2.439, 1.198], [-0.296, -0.175, 0.125], [-0.329, -2.581, 0.825], [0.063, 2.093, -0.675], [0.399, 0.473, -0.084], [-1.938, 2.252, -3.060], [1.647, -0.661, 0.555], [0.071, -2.069, 1.881], [0.134, -0.437, 1.930], [0.015, -0.527, -0.528], [0.112, 0.987, -1.450], [2.014, 0.708, 2.077], [-2.604, 0.496, -0.986], [0.337, -0.701, -0.859], [-0.210, 1.346, -1.539], [0.380, 0.055, 1.211], [-0.039, -1.298, 0.201], [-0.917, -0.693, 1.972], [-0.207, 1.641, -0.167], [1.029, -0.276, -1.624], [-0.828, 1.475, -1.698], [0.501, -1.001, 0.967], [-0.118, -0.106, -0.011], [-2.289, -0.325, 1.081], [0.752, -0.529, -1.004], [1.183, 0.597, -0.039], [-1.761, 0.133, 0.993], [0.604, -0.213, 0.266], [1.420, 0.000, -0.985], [0.096, -0.167, 0.860], [-0.537, 0.232, 0.063], [0.402, -0.027, -0.758], [1.028, 0.283, -0.114], [-0.498, 0.206, 0.660], [-0.831, -0.765, -0.078], [0.866, -0.161, 1.022], [-1.162, 0.912, -1.802], [0.393, -0.734, 0.743], [-0.540, 0.197, 0.341], [0.528, -0.300, 0.104], [0.808, -0.276, -0.492], [0.276, -0.140, 0.665], [-0.147, -0.422, -0.624], [-0.519, 0.131, 0.024], [-0.016, 0.896, 0.013], [0.879, -2.417, -0.689], [-0.805, 1.519, 0.268], [-1.186, 0.200, 0.975], [0.621, -1.743, -0.620], [0.317, 1.904, -0.280], [1.552, 2.338, -0.009], [-0.953, -2.316, 0.375], [-0.253, -0.399, -0.397], [-0.340, 1.791, 1.322], [-0.436, -1.264, 1.179], [0.509, -0.190, -2.312], [1.584, -0.468, 1.824], [-0.953, 0.607, 0.024], [-0.404, -0.409, -1.720], [0.502, -0.135, -0.497], [0.146, 1.021, 1.018], [-0.787, -0.899, -0.365], [0.518, 1.243, -0.869], [-0.053, 0.430, 0.009], [-0.325, -1.387, 0.446], [0.014, 0.480, -0.386], [-0.170, -0.333, 0.138], [0.139, -0.351, 0.186]],
  "lowdin_charge": [-0.0326, -0.4856, -0.0373, -0.3463, 0.0663, 0.0618, 0.0637, 0.1115, 0.0575, 0.0853, 0.0519, -0.0538, -0.0049, 0.1088, -0.0364, -0.0118, -0.0079, -0.0458, 0.1019, -0.0564, -0.0698, 0.0365, 0.0858, -0.0086, -0.0234, 0.0926, -0.0513, 0.0800, -0.0229, -0.0722, 0.0552, -0.0537, -0.0458, -0.0496, 0.0331, -0.0677, 0.0547, -0.0467, -0.0349, -0.0030, -0.0462, -0.0343, 0.0558, 0.0650, -0.0720, 0.0040, -0.0160, -0.0127, 0.0178, 0.0022, -0.0855, -0.0141, 0.0001, -0.0738, 0.0064, 0.0106, -0.0386, -0.0049, 0.0646, -0.0236, -0.0389, 0.0299, -0.0066, 0.0010, 0.0844, -0.0311, -0.0482, -0.0595, -0.0845, -0.0362, 0.0734, -0.0691, 0.0382, 0.0067, -0.0651, -0.0179, -0.0466, -0.0539, -0.0018, 0.0426]
}